Computed, not measured: a structure of composition C33H92BF3N8O11PtS, with the ωB97M-V functional and the def2-TZVPD basis.

Values from the calculation:
expectation value of S²	2.004
charge	0
multiplicity	3
DFT total energy	-93054.7544	eV
lowest unoccupied orbital energy (spin up / spin down)	0.0144 / -0.0255	Ha

Each line ends with the Löwdin spin population.
Geometry (Å):
Pt (3.77587, 1.19888, -0.32193)  1.50
B (5.23427, -0.36673, 0.39532)  0.06
H (5.93183, -1.09154, 0.78559)  0.01
H (4.89817, -0.60840, -0.60111)  0.02
H (4.32226, -0.40637, 0.97057)  0.01
H (5.61817, 0.64159, 0.38257)  0.02
C (0.23196, -0.69846, 2.27279)  0.01
F (0.97052, -1.79209, 2.25222)  0.00
F (-1.05063, -1.03654, 2.32306)  0.00
F (0.57200, 0.04996, 3.34196)  0.00
S (0.59321, 0.32477, 0.60228)  0.02
O (2.08589, 0.24242, 0.44795)  0.08
O (-0.08245, -0.39139, -0.48193)  0.00
O (0.07854, 1.66528, 0.84600)  0.00
C (-4.64938, 3.27496, -0.97487)  0.00
C (-3.37181, 2.41076, -0.43783)  0.00
C (-3.17458, 1.17047, -1.25088)  0.00
O (-4.18156, 0.19881, -1.12998)  0.00
C (-4.44504, -0.22738, 0.14516)  0.00
N (-2.21582, 3.23054, -0.47167)  0.00
H (-4.24461, 3.82590, -1.82383)  0.00
H (-5.07428, 3.81979, -0.13182)  0.00
H (-5.46435, 2.59628, -1.22645)  0.00
H (-3.70675, 2.22009, 0.58176)  0.00
H (-2.20214, 0.76098, -0.97742)  0.00
H (-3.20037, 1.23153, -2.33886)  0.00
H (-5.02496, -1.14737, 0.07153)  0.00
H (-5.07027, 0.51277, 0.64452)  0.00
H (-3.62287, -0.53357, 0.79197)  0.00
H (-1.41561, 2.73355, -0.10731)  0.00
H (-2.35108, 4.02093, 0.14241)  0.00
C (2.34592, -1.06230, -2.88157)  0.00
C (3.14845, 0.06022, -3.43557)  0.01
C (2.73144, 0.44110, -4.84652)  0.01
O (3.68510, 1.35701, -5.32056)  0.00
C (3.81546, 1.60017, -6.74373)  0.00
N (3.06666, 1.17683, -2.53869)  0.10
H (2.72438, -1.63124, -2.03236)  0.00
H (2.23311, -1.93511, -3.52466)  0.00
H (1.33194, -0.77136, -2.60715)  0.00
H (4.20208, -0.21875, -3.42422)  0.00
H (1.72992, 0.84274, -4.69243)  0.00
H (2.77488, -0.52408, -5.35113)  0.00
H (4.27460, 0.81319, -7.34202)  0.00
H (4.30389, 2.54091, -6.99777)  0.00
H (2.74485, 1.52666, -6.93480)  0.00
H (2.07922, 1.38765, -2.56302)  0.00
H (3.46199, 1.79026, -3.23692)  0.00
C (1.66961, 5.06473, 0.57473)  0.01
C (2.77396, 3.99179, 0.50440)  0.01
C (2.90054, 3.34119, 1.87909)  0.00
O (3.73411, 2.17322, 1.83782)  0.05
C (3.91429, 1.61602, 3.19647)  0.00
N (2.48092, 3.01537, -0.42869)  0.07
H (1.43053, 5.50860, -0.39167)  0.00
H (1.93977, 5.91408, 1.20219)  0.00
H (0.67862, 4.85099, 0.97518)  0.00
H (3.67003, 4.59061, 0.34137)  0.00
H (1.94099, 2.95473, 2.22262)  0.00
H (3.19223, 4.06858, 2.63667)  0.00
H (4.27259, 2.42556, 3.83239)  0.00
H (4.64337, 0.81520, 3.07315)  0.00
H (2.94700, 1.23160, 3.52000)  0.00
H (1.52883, 2.75273, -0.21740)  0.00
H (2.38345, 3.66993, -1.19167)  0.00
C (1.49409, -4.55006, 0.05524)  0.00
C (2.84878, -4.27337, 0.67888)  0.00
C (3.84359, -5.43758, 0.91530)  0.00
O (3.02818, -6.25248, 1.82038)  0.00
C (3.76443, -7.37724, 2.30729)  0.00
N (3.41186, -3.20250, -0.05262)  0.00
H (0.78798, -3.72234, -0.01105)  0.00
H (1.04762, -5.35318, 0.64157)  0.00
H (1.54074, -4.89786, -0.97672)  0.00
H (2.54215, -3.98834, 1.68528)  0.00
H (4.69371, -4.93917, 1.38111)  0.00
H (4.04469, -5.92656, -0.03789)  0.00
H (4.59958, -7.12325, 2.96006)  0.00
H (4.12272, -7.94971, 1.45171)  0.00
H (3.19418, -7.98093, 3.01332)  0.00
H (2.70399, -2.48240, -0.03034)  0.00
H (4.25286, -2.74380, 0.26741)  0.00
C (-2.34676, -3.49694, -1.38114)  0.00
C (-2.12667, -3.03196, -2.80124)  0.00
C (-3.26596, -3.02295, -3.73582)  0.00
O (-3.52694, -4.30826, -4.27987)  0.00
C (-4.77761, -4.58731, -4.99349)  0.00
N (-1.55605, -1.67533, -2.61925)  0.00
H (-3.01843, -2.92197, -0.74369)  0.00
H (-1.43003, -3.47604, -0.79182)  0.00
H (-2.77126, -4.49506, -1.27312)  0.00
H (-1.43356, -3.65425, -3.36733)  0.00
H (-2.99163, -2.37727, -4.57004)  0.00
H (-4.12934, -2.49660, -3.32885)  0.00
H (-4.78150, -5.66804, -5.13538)  0.00
H (-4.89111, -4.10503, -5.96437)  0.00
H (-5.50884, -4.08348, -4.36139)  0.00
H (-2.16236, -1.36259, -1.87449)  0.00
H (-0.62823, -1.64428, -2.22137)  0.00
C (-1.57668, -4.18791, 2.66084)  0.00
C (-2.52153, -3.79423, 3.80145)  0.00
C (-3.11052, -4.99631, 4.51873)  0.00
O (-2.17871, -5.86029, 5.06705)  0.00
C (-2.60202, -6.52517, 6.23194)  0.00
N (-1.61814, -3.01525, 4.70469)  0.00
H (-1.22818, -3.30351, 2.12745)  0.00
H (-2.08764, -4.76204, 1.88794)  0.00
H (-0.78919, -4.82830, 3.05814)  0.00
H (-3.11784, -3.05989, 3.25993)  0.00
H (-3.59157, -5.55026, 3.71262)  0.00
H (-3.82641, -4.67622, 5.27580)  0.00
H (-2.71953, -5.87065, 7.09558)  0.00
H (-1.88601, -7.32283, 6.42986)  0.00
H (-3.55561, -7.04224, 6.12508)  0.00
H (-0.81667, -3.59859, 4.89826)  0.00
H (-1.13656, -2.31579, 4.15794)  0.00
C (-1.34396, 3.33731, -4.09774)  0.00
C (0.08499, 3.28021, -3.68653)  0.00
C (0.66335, 4.67697, -3.17334)  0.00
O (2.06659, 4.66024, -2.86612)  0.00
C (2.92104, 4.65820, -3.98645)  0.00
N (0.30755, 2.26586, -2.61184)  0.00
H (-1.71478, 2.33781, -4.32486)  0.00
H (-1.39917, 4.03470, -4.93363)  0.00
H (-1.90127, 3.68021, -3.22599)  0.00
H (0.65156, 3.02169, -4.58110)  0.00
H (0.08897, 4.97247, -2.29535)  0.00
H (0.42782, 5.27242, -4.05542)  0.00
H (3.97479, 4.48618, -3.76707)  0.00
H (2.92284, 5.56828, -4.58634)  0.00
H (2.75247, 3.85198, -4.70038)  0.00
H (-0.20451, 1.48788, -3.00252)  0.00
H (-0.24201, 2.59394, -1.83053)  0.00
C (-1.67458, 5.59679, 3.77885)  0.00
C (-1.61330, 4.28653, 4.43254)  0.00
C (-2.10181, 3.04154, 3.67560)  0.00
O (-3.38485, 3.08219, 3.05792)  0.00
C (-4.46433, 3.22999, 3.96209)  0.00
N (-0.25068, 4.13308, 4.85992)  0.00
H (-1.30263, 5.61715, 2.75448)  0.00
H (-1.22802, 6.36502, 4.41012)  0.00
H (-2.71446, 5.90885, 3.68200)  0.00
H (-2.24534, 4.34090, 5.31891)  0.00
H (-1.95424, 2.19839, 4.35045)  0.00
H (-1.38011, 2.87931, 2.87503)  0.00
H (-4.66184, 4.24260, 4.31379)  0.00
H (-4.45851, 2.62591, 4.86938)  0.00
H (-5.44910, 2.86642, 3.66857)  0.00
H (-0.16476, 4.11018, 5.86600)  0.00
H (0.26137, 3.39721, 4.39473)  0.00